13
Properties=species:S:1:pos:R:3:mulliken_charge:R:1 method="wB97M-V/def2-TZVPD" orbital_gap_ev=9.70 e_homo_ev=-8.71 smiles=SC1CCC1 energy_ha=-555.3419 e_lumo_ev=0.98 relative_energy_kcal_mol=17.6
S -1.6550 -0.1068 -0.2292 -0.271
C -0.1365 0.0357 0.6381 0.100
C 1.8654 -0.0050 -0.3653 -0.366
C 0.8681 -1.0526 0.1590 -0.921
C 0.8314 1.1087 -0.0248 -0.635
H 2.1287 -0.2333 -1.3974 0.263
H -0.2266 0.2999 1.6836 0.416
H 2.7448 0.0258 0.2891 0.234
H 1.3554 -1.6576 0.9190 0.229
H 0.4784 1.6365 -0.9108 0.252
H 0.4470 -1.7409 -0.5544 0.318
H -2.0521 0.9750 0.4533 0.112
H 1.0336 1.8823 0.7430 0.268

=====

15
Properties=species:S:1:pos:R:3:mulliken_charge:R:1 method="wB97M-V/def2-TZVPD" orbital_gap_ev=8.43 e_homo_ev=-8.71 smiles="CS[C@@H](C)SC=S" energy_ha=-1351.7312 e_lumo_ev=-0.28 relative_energy_kcal_mol=17.8
S -3.8211 0.4030 -0.1583 -0.212
S 1.0390 1.0666 -0.7523 -0.026
S -1.1396 -0.8335 0.2473 0.022
C 0.3997 -0.5955 -0.6414 -0.211
C 0.5176 1.7707 0.8105 -0.742
C 1.3322 -1.5649 0.0909 -1.229
C -2.3272 -0.0022 -0.6260 -0.189
H 0.2799 -0.8842 -1.7071 0.423
H 1.1748 2.5910 1.0768 0.353
H -2.0528 0.2239 -1.6614 0.271
H 2.3482 -1.5504 -0.2773 0.347
H -0.5241 2.1460 0.8110 0.260
H 0.6325 0.9451 1.5856 0.217
H 1.2951 -1.1652 1.0480 0.370
H 0.8459 -2.5504 0.1538 0.345

=====

15
Properties=species:S:1:pos:R:3:mulliken_charge:R:1 method="wB97M-V/def2-TZVPD" orbital_gap_ev=9.16 e_homo_ev=-8.61 smiles=[SiH3][SiH2]c1cccs1 energy_ha=-1134.2917 e_lumo_ev=0.55 relative_energy_kcal_mol=17.0
S 1.0779 -1.3498 -0.5726 -0.132
Si -1.1781 0.8398 -0.7699 0.301
Si -2.9727 -0.9574 0.1803 0.349
C 2.7802 0.3357 0.3972 -0.345
C 0.5626 0.3251 -0.3679 0.169
C 1.5334 1.0478 0.3039 -0.467
C 2.6383 -0.9786 0.0168 -0.406
H -2.6538 -1.5917 1.3785 -0.130
H 3.6886 0.8870 0.8444 0.270
H -1.1409 0.9000 -2.1705 -0.101
H 1.4610 1.9892 0.6479 0.482
H 3.4354 -1.6479 0.2332 0.384
H -1.6515 1.9717 -0.0263 -0.124
H -3.5860 -1.9508 -0.5799 -0.134
H -3.9945 0.1799 0.4851 -0.116